Record 1
Entry from the OMol25 dataset: a 3-piece molecular cluster, C2H11N2O2 overall (ωB97M-V with the def2-TZVPD basis set).

Output
lowest unoccupied orbital energy: -4.325 eV
orbital gap: 10.3 eV
highest occupied orbital energy: -14.67 eV
charge: +1

Each line ends with the Löwdin charge.
Positions of all 17 atoms, in Å:
C1 1.52 -0.37 -0.42  -0.057
N1 -1.53 1.39 -1.20  0.100
C2 -0.71 0.31 -1.15  -0.127
N2 0.36 0.45 -0.37  0.019
H1 1.35 -1.08 0.30  0.068
H2 1.72 -0.65 -1.49  0.134
H3 2.35 0.15 -0.03  0.076
H4 -2.64 1.40 -1.17  0.187
H5 -1.21 2.33 -1.57  0.147
H6 -0.94 -0.66 -1.61  0.146
H7 0.38 0.94 0.56  0.167
H8 -1.66 -2.85 0.71  0.018
H9 -2.52 -2.05 -0.20  0.086
O1 -1.58 -2.12 0.14  -0.050
H10 1.22 0.40 2.87  0.069
H11 2.50 1.01 2.96  0.068
O2 1.93 0.69 2.25  -0.053

Record 2
Entry from the OMol25 dataset: a 2-piece molecular cluster, C16H25BrN2O3 overall (ωB97M-V with the def2-TZVPD basis set).

Output
lowest unoccupied orbital energy: 0.542 eV
structure (SMILES): CC[C@H](C)[C@H](NC(C)=O)C(=O)NC.OCc1ccccc1Br
orbital gap: 9.6 eV
highest occupied orbital energy: -9.04 eV

Each line ends with the Löwdin charge.
Positions of all 47 atoms, in Å:
O1 0.87 -3.19 3.89  0.024
O2 1.98 -2.31 -0.42  0.046
Br1 -3.82 3.25 -6.32  0.748
O3 -4.30 3.86 -1.78  -0.077
C1 -0.16 -2.67 3.49  -0.539
C2 1.64 -2.50 0.74  -0.460
C3 -0.28 2.18 -4.37  -0.081
C4 -0.52 2.48 -3.04  -0.072
C5 -1.27 2.41 -5.33  -0.131
C6 -1.76 3.01 -2.65  -0.018
C7 -2.51 2.94 -4.95  -0.606
C8 -2.77 3.24 -3.60  -0.227
N1 1.97 -3.62 1.38  0.035
N2 -0.27 -1.91 2.40  0.122
C9 -1.45 -2.91 4.25  0.005
C10 -4.11 3.82 -3.20  -0.244
C11 2.77 -4.70 0.81  -0.050
C12 1.00 1.60 0.37  -0.104
C13 2.78 -0.69 2.90  -0.055
C14 2.10 0.72 0.97  -0.222
C15 1.58 -0.25 2.05  -0.313
C16 0.77 -1.44 1.45  -0.147
H1 -5.18 4.23 -1.56  0.095
H2 0.68 1.77 -4.67  0.106
H3 0.25 2.31 -2.30  0.077
H4 -1.09 2.18 -6.37  0.096
H5 -1.93 3.25 -1.60  0.111
H6 1.69 -3.70 2.35  0.086
H7 -1.20 -1.58 2.20  0.144
H8 -2.16 -3.41 3.60  0.085
H9 -1.23 -3.54 5.11  0.087
H10 -1.85 -1.95 4.58  0.084
H11 -4.91 3.21 -3.64  0.099
H12 -4.20 4.83 -3.62  0.120
H13 3.69 -4.29 0.38  0.085
H14 3.03 -5.43 1.58  0.085
H15 2.20 -5.20 0.02  0.084
H16 0.47 2.14 1.16  0.076
H17 0.29 1.00 -0.19  0.061
H18 1.45 2.33 -0.30  0.066
H19 2.46 -1.33 3.72  0.065
H20 3.51 -1.23 2.28  0.087
H21 3.27 0.18 3.33  0.078
H22 2.83 1.40 1.42  0.108
H23 2.60 0.18 0.17  0.111
H24 0.92 0.31 2.70  0.136
H25 0.19 -1.01 0.63  0.137

Record 3
Entry from the OMol25 dataset: C3H4O3Tm as an isolated structure (ωB97M-V with the def2-TZVPD basis set).

Output
lowest unoccupied orbital energy (spin up / spin down): -6.717 / -6.626 eV
orbital gap (spin up / spin down): 6.7 / 6.7 eV
highest occupied orbital energy (spin up / spin down): -13.46 / -13.37 eV
spin multiplicity: 3
charge: +1
<S²>: 2.00

Each line ends with the Löwdin charge.
Positions of all 11 atoms, in Å:
H1 -1.71 -0.20 0.64  0.137
O1 2.11 -1.70 1.22  0.022
O2 -0.53 1.50 0.85  -0.399
C1 -1.15 0.56 0.05  -0.337
C2 -0.23 -0.21 -0.90  -0.183
O3 0.58 -1.22 -0.28  -0.053
C3 1.63 -0.83 0.51  -0.524
H2 -1.90 1.05 -0.62  0.135
H3 0.42 0.51 -1.43  0.125
H4 -0.83 -0.74 -1.64  0.143
Tm1 1.61 1.28 1.59  1.935

Record 4
Entry from the OMol25 dataset: C5H8N2 as an isolated structure (ωB97M-V with the def2-TZVPD basis set).

Output
lowest unoccupied orbital energy (spin up / spin down): -0.568 / 0.003 eV
orbital gap (spin up / spin down): 7.2 / 9.4 eV
highest occupied orbital energy (spin up / spin down): -7.73 / -9.38 eV

Each line ends with the Löwdin charge.
Positions of all 15 atoms, in Å:
C1 -0.75 1.25 -0.23  -0.053
C2 0.21 0.14 0.13  -0.424
C3 1.41 -0.01 -0.78  -0.098
C4 2.00 0.74 0.40  -0.107
N1 1.22 0.68 1.35  0.143
C5 -0.45 -1.27 0.69  -0.290
N2 -1.28 -1.53 -0.35  0.073
H1 -0.20 2.19 -0.34  0.089
H2 -1.27 1.04 -1.17  0.084
H3 -1.49 1.39 0.56  0.089
H4 1.40 0.50 -1.74  0.110
H5 1.83 -1.01 -0.85  0.112
H6 -0.84 -1.03 1.69  0.113
H7 0.41 -1.95 0.78  0.109
H8 -2.20 -1.13 -0.13  0.050

Record 5
Entry from the OMol25 dataset: a 3-piece molecular cluster, C5H14N2O overall (ωB97M-V with the def2-TZVPD basis set).

Output
lowest unoccupied orbital energy: 0.922 eV
structure (SMILES): C=CC.NC=O.CN
orbital gap: 10.1 eV
highest occupied orbital energy: -9.16 eV

Each line ends with the Löwdin charge.
Positions of all 22 atoms, in Å:
C1 -1.63 1.41 -0.41  -0.187
C2 0.46 -0.47 -1.68  -0.468
N1 -0.58 -1.21 -2.12  0.116
N2 -2.44 0.20 -0.38  -0.074
O1 1.29 0.05 -2.37  0.007
H1 -1.38 -1.28 -1.49  0.059
H2 -0.77 -1.19 -3.11  0.103
H3 -2.67 -0.04 0.58  0.065
H4 -3.32 0.36 -0.87  0.070
H5 -2.13 2.29 0.01  0.068
H6 -1.37 1.64 -1.44  0.074
C3 1.26 -0.68 1.52  -0.265
C4 2.66 -0.46 1.08  -0.105
C5 0.45 0.28 1.97  -0.050
H7 0.94 -1.72 1.57  0.103
H8 0.55 -0.52 -0.57  0.083
H9 3.36 -0.92 1.79  0.079
H10 0.80 1.30 2.09  0.067
H11 -0.72 1.23 0.26  0.049
H12 2.89 0.61 1.01  0.082
H13 2.84 -0.91 0.11  0.069
H14 -0.49 0.04 2.44  0.056

Record 6
Entry from the OMol25 dataset: an isolated molecule of O3 (ωB97M-V with the def2-TZVPD basis set).

Output
lowest unoccupied orbital energy (spin up / spin down): -3.625 / -3.629 eV
orbital gap (spin up / spin down): 8.5 / 8.5 eV
highest occupied orbital energy (spin up / spin down): -12.13 / -12.12 eV

Each line ends with the Löwdin charge.
Positions of all 3 atoms, in Å:
O1 1.14 0.35 0.00  0.095
O2 -1.30 0.09 0.00  -0.022
O3 0.16 -0.45 0.00  -0.073

Record 7
Entry from the OMol25 dataset: a 2-piece molecular cluster, C17H36BN2O10P2S overall (ωB97M-V with the def2-TZVPD basis set).

Output
lowest unoccupied orbital energy: -3.008 eV
orbital gap: 8.2 eV
highest occupied orbital energy: -11.19 eV
charge: +1

Each line ends with the Löwdin charge.
Positions of all 69 atoms, in Å:
C1 1.25 -4.05 2.51  -0.030
B1 0.57 -2.67 2.95  -0.492
O1 0.73 -2.32 4.27  0.144
C2 -0.28 -1.73 1.96  -0.221
C3 -1.31 -2.64 1.17  -0.082
C4 -2.79 -2.37 1.48  -0.408
C5 -3.62 -3.40 0.63  -0.036
O2 -3.12 -2.65 2.86  -0.030
C6 -0.89 -0.46 2.72  -0.005
C7 -0.69 0.81 1.80  -0.376
C8 -0.66 2.04 2.77  -0.075
P1 -2.03 3.27 2.52  0.470
O3 -2.03 4.19 3.64  -0.240
O4 -3.50 2.54 2.51  -0.108
O5 -1.79 4.15 1.16  -0.115
O6 -1.82 0.70 0.94  0.062
C9 -1.71 1.34 -0.20  -0.291
N1 -1.45 1.80 -1.18  0.257
N2 0.66 0.46 1.30  0.018
C10 1.48 1.43 0.50  -0.141
O7 2.84 1.31 0.68  -0.106
O8 3.20 1.93 1.87  0.031
C11 0.53 -0.98 0.82  -0.318
P2 2.05 -1.83 0.12  0.990
C12 3.50 -1.75 1.28  -0.258
C13 2.43 -1.19 -1.58  -0.268
H1 1.28 -4.21 1.42  0.040
H2 2.25 -4.15 2.98  0.076
H3 0.64 -4.85 2.98  0.089
H4 0.91 -3.09 4.81  0.122
H5 -1.20 -2.54 0.08  0.126
H6 -1.15 -3.71 1.37  0.131
H7 -3.16 -1.37 1.18  0.132
H8 -3.66 -4.32 1.24  0.090
H9 -3.13 -3.65 -0.32  0.082
H10 -4.66 -3.07 0.51  0.083
H11 -3.78 -1.97 3.08  0.102
H12 -1.87 -0.58 3.19  0.142
H13 -0.19 -0.23 3.55  0.120
H14 0.26 2.64 2.69  0.109
H15 -0.76 1.76 3.82  0.119
H16 -3.91 2.64 1.63  0.080
H17 -2.55 4.03 0.57  0.078
H18 1.23 0.35 2.16  0.184
H19 1.19 1.33 -0.55  0.140
H20 1.21 2.48 0.76  0.155
H21 3.62 1.23 2.39  0.118
H22 -0.05 -0.84 -0.11  0.121
H23 4.26 -1.08 0.84  0.042
H24 3.97 -2.74 1.34  0.045
H25 3.27 -1.34 2.27  0.040
H26 3.52 -1.12 -1.75  0.063
H27 2.02 -0.21 -1.82  -0.005
H28 1.98 -1.90 -2.29  0.043
C14 0.38 3.35 -4.62  -0.217
C15 0.66 3.06 -6.10  -0.208
C16 1.18 1.62 -6.20  -0.214
S1 0.46 0.74 -4.82  0.674
O9 1.52 0.34 -3.91  -0.344
O10 -0.51 -0.21 -5.31  -0.314
C17 -0.39 2.13 -4.10  -0.252
H29 -0.18 4.27 -4.48  0.118
H30 1.33 3.45 -4.08  0.118
H31 -0.26 3.16 -6.67  0.120
H32 1.38 3.77 -6.52  0.117
H33 0.88 1.14 -7.13  0.106
H34 2.27 1.58 -6.10  0.106
H35 -0.38 2.05 -3.02  0.036
H36 -1.41 2.13 -4.48  0.114

Record 8
Entry from the OMol25 dataset: an isolated ion of composition C7H14 and charge -1 (ωB97M-V with the def2-TZVPD basis set).

Output
lowest unoccupied orbital energy (spin up / spin down): 3.981 / 4.036 eV
orbital gap (spin up / spin down): 2.5 / 8.7 eV
highest occupied orbital energy (spin up / spin down): 1.48 / -4.71 eV
spin multiplicity: 2
charge: -1
<S²>: 0.75

Each line ends with the Löwdin charge.
Positions of all 21 atoms, in Å:
C1 -0.24 2.42 -2.13  -0.130
C2 -0.61 1.24 -0.96  -0.239
C3 0.67 0.50 -0.55  -0.320
C4 0.41 -0.65 0.33  -0.316
C5 -0.41 -0.43 1.43  -0.211
C6 -0.69 -1.40 2.49  -0.212
C7 1.03 -1.96 -0.01  -0.238
H1 0.49 2.06 -2.84  0.033
H2 -0.02 3.33 -1.75  -0.008
H3 -1.13 2.66 -2.73  0.041
H4 -1.35 0.46 -1.14  0.073
H5 -1.07 1.78 -0.04  0.092
H6 1.25 1.15 0.01  0.066
H7 1.22 0.27 -1.44  0.083
H8 -0.83 0.51 1.53  0.036
H9 -1.42 -2.10 2.09  0.051
H10 -1.14 -1.05 3.45  0.066
H11 0.22 -1.95 2.66  0.044
H12 1.70 -2.25 0.76  0.038
H13 1.56 -1.85 -0.90  0.011
H14 0.35 -2.72 -0.26  0.038

Record 9
Entry from the OMol25 dataset: a 2-piece molecular cluster, C3H10NO overall (ωB97M-V with the def2-TZVPD basis set).

Output
lowest unoccupied orbital energy (spin up / spin down): -11.270 / -14.973 eV
orbital gap (spin up / spin down): 5.8 / 2.0 eV
highest occupied orbital energy (spin up / spin down): -17.02 / -17.02 eV
spin multiplicity: 2
charge: +2
<S²>: 0.75

Each line ends with the Löwdin charge.
Positions of all 15 atoms, in Å:
C1 1.35 1.56 1.10  0.078
C2 0.23 0.60 1.27  -0.110
C3 -0.75 0.47 2.13  0.329
N1 -0.26 0.02 -0.07  0.251
H1 1.08 2.65 1.24  0.187
H2 2.06 1.42 1.88  0.132
H3 1.78 1.38 0.07  0.142
H4 -1.24 -0.53 2.28  0.184
H5 -0.58 1.14 2.92  0.140
H6 0.38 -0.77 -0.45  0.253
H7 -0.32 0.76 -0.83  0.228
H8 -1.22 -0.30 -0.19  0.179
H9 -0.31 -2.43 -4.27  0.044
H10 -1.47 -3.30 -3.64  0.068
O1 -0.73 -2.67 -3.43  -0.106

Record 10
Entry from the OMol25 dataset: a 2-piece molecular cluster, C7H9O8 overall (ωB97M-V with the def2-TZVPD basis set).

Output
lowest unoccupied orbital energy: 2.557 eV
orbital gap: 4.0 eV
highest occupied orbital energy: -1.49 eV
charge: -1

Each line ends with the Löwdin charge.
Positions of all 24 atoms, in Å:
O1 0.35 1.17 -3.94  0.059
C1 0.53 1.74 -2.75  -0.524
C2 -0.18 2.11 -4.88  -0.112
O2 1.05 1.15 -1.74  0.067
O3 0.15 3.01 -2.76  0.057
C3 -0.37 3.38 -4.05  -0.114
H1 -1.13 1.71 -5.26  0.125
H2 0.54 2.23 -5.70  0.125
H3 -1.42 3.66 -3.93  0.124
H4 0.21 4.23 -4.42  0.124
C4 2.22 -0.27 0.29  -0.404
O4 3.00 0.16 1.14  -0.165
O5 1.18 -1.09 0.83  -0.201
O6 -0.47 -2.05 3.86  0.039
C5 -1.49 -2.80 4.25  -0.660
O7 -2.29 -3.33 3.53  0.099
O8 -1.51 -2.84 5.58  0.139
C6 -0.31 -1.87 2.45  -0.144
C7 0.98 -1.10 2.23  -0.256
H5 -2.27 -3.36 5.86  0.125
H6 -1.17 -1.32 2.06  0.135
H7 -0.26 -2.85 1.97  0.132
H8 1.81 -1.59 2.76  0.114
H9 0.89 -0.08 2.63  0.115

Record 11
Entry from the OMol25 dataset: a 2-piece molecular cluster, C2H8N2S2 overall (ωB97M-V with the def2-TZVPD basis set).

Output
lowest unoccupied orbital energy: 0.402 eV
structure (SMILES): [H]/N=C/N.CSS
orbital gap: 9.2 eV
highest occupied orbital energy: -8.78 eV

Each line ends with the Löwdin charge.
Positions of all 14 atoms, in Å:
C1 -2.11 -1.89 0.61  -0.414
S1 -2.98 -1.55 -1.05  0.306
S2 -2.29 -3.19 -2.14  0.247
H1 -1.07 -1.64 0.41  0.013
H2 -2.36 -2.93 0.75  0.007
H3 -2.43 -1.14 1.34  0.026
H4 -0.94 -3.21 -2.23  -0.186
N1 1.19 1.86 -0.30  0.027
C2 2.45 2.34 0.17  -0.379
N2 2.61 2.58 1.37  0.084
H5 0.65 1.43 0.43  0.059
H6 0.60 2.50 -0.82  0.070
H7 3.29 2.16 -0.52  0.105
H8 3.39 2.68 1.99  0.037

Record 12
Entry from the OMol25 dataset: C12H4Cl5N2PdS5SbSe as an isolated structure (ωB97M-V with the def2-TZVPD basis set).

Output
lowest unoccupied orbital energy: 2.881 eV
orbital gap: 4.4 eV
highest occupied orbital energy: -1.52 eV
charge: -2

Each line ends with the Löwdin charge.
Positions of all 31 atoms, in Å:
Pd1 0.17 -0.66 -0.87  0.049
Cl1 3.07 -0.45 -1.97  0.626
C1 2.18 1.03 -2.09  -0.718
C2 0.85 1.07 -1.65  -0.469
C3 0.20 2.29 -1.80  -0.710
Cl2 -1.44 2.43 -1.30  0.689
C4 0.82 3.41 -2.35  -0.705
Cl3 -0.03 4.91 -2.50  0.630
C5 2.14 3.34 -2.77  -0.719
Cl4 2.93 4.72 -3.44  0.618
C6 2.83 2.13 -2.64  -0.712
Cl5 4.47 2.03 -3.17  0.621
S1 -1.13 -5.19 -3.29  -0.032
Sb1 -1.10 -3.26 -2.08  -0.074
S2 -0.53 -1.31 -3.17  -0.003
S3 0.18 -3.04 -0.20  -0.054
S4 -3.12 -4.37 -2.04  0.031
Se1 0.94 0.43 1.18  0.675
C7 0.19 -0.37 2.73  -0.651
C8 -0.68 -1.46 2.77  -0.157
C9 -1.14 -1.91 3.99  -0.173
N1 -0.82 -1.38 5.18  0.011
C10 0.01 -0.33 5.13  -0.204
C11 0.53 0.20 3.97  -0.162
H1 -0.98 -1.96 1.86  -0.016
H2 -1.82 -2.76 4.02  0.095
H3 0.27 0.11 6.09  0.084
H4 1.19 1.06 4.01  0.079
S5 -2.44 -0.74 -0.16  0.378
C12 -3.48 -0.17 -1.34  -1.010
N2 -4.25 0.22 -2.12  -0.019